<one>
24
Properties=species:S:1:pos:R:3:mulliken_charge:R:1 method="wB97M-V/def2-TZVPD" orbital_gap_ev=10.5 charge=0
O 0.7354 3.6349 0.3335 -0.613
O -0.8785 -3.5460 -0.3266 -0.634
N 0.3041 -1.8222 0.4852 -0.118
N -0.4993 1.7348 0.1676 -0.062
C 0.6920 2.4535 0.0929 0.590
C -1.7792 2.4870 0.1768 -0.980
C -1.7041 -1.4096 -0.9279 -0.819
C -0.7430 -2.3409 -0.2075 0.680
C 1.5164 -2.5849 0.7641 -1.051
C 1.9882 1.6869 -0.1262 -0.612
H 2.1534 1.7734 -1.2075 0.241
H 0.5886 -0.8671 0.3955 0.115
H 1.8396 -2.3731 1.7971 0.350
H 2.8315 2.0286 0.4587 0.314
H -1.8501 -1.9154 -1.8809 0.304
H -2.1515 2.3882 1.1975 0.313
H 1.2769 -3.6235 0.9698 0.401
H 1.9072 0.5937 0.0112 -0.053
H -0.4832 0.7714 -0.1105 0.124
H -1.2011 -0.4582 -1.0018 0.292
H 2.2699 -2.5100 0.0008 0.320
H -2.4630 1.8139 -0.3488 0.303
H -2.6757 -1.3715 -0.4329 0.227
H -1.6745 3.4560 -0.2800 0.369

<two>
24
Properties=species:S:1:pos:R:3:mulliken_charge:R:1 method="wB97M-V/def2-TZVPD" orbital_gap_ev=9.6 charge=0
O -1.5641 0.0623 -0.8493 -0.638
O 4.1111 -0.2079 0.1014 -0.645
N -3.5471 0.0670 0.3788 -0.272
N 2.0436 0.7281 -0.3058 -0.138
C -4.5033 0.4041 -0.7979 -0.746
C 2.4361 1.9322 0.3296 -1.004
C -2.2081 -0.2190 0.1854 0.655
C 2.8948 -0.3438 -0.1926 0.663
C -1.4905 -0.6757 1.4990 -0.749
C 2.2828 -1.8179 -0.5418 -0.654
H 2.8597 -2.1104 -1.3832 0.275
H -4.9674 -0.2994 -1.3141 0.345
H 1.0904 0.3756 -0.7408 0.146
H -0.8524 0.1737 2.1608 0.186
H 2.0236 2.3127 1.1657 0.409
H -3.7782 0.9599 -1.5224 0.266
H 3.5126 1.8627 0.6999 0.316
H -0.5489 -1.5527 1.1924 0.135
H 1.2519 -1.2830 -0.8451 0.102
H -5.4542 0.8757 -0.2311 0.227
H 2.2210 -2.6196 0.3160 0.231
H -2.2302 -1.0805 2.2008 0.328
H -3.9279 -0.5287 1.2410 0.271
H 2.4779 2.8340 -0.3586 0.290

Stability summary - winner: <one>; margin: 311.3 kJ/mol.

<one>
24
Properties=species:S:1:pos:R:3:mulliken_charge:R:1 method="wB97M-V/def2-TZVPD" orbital_gap_ev=9.7 charge=0
O -1.7466 -0.8458 -3.3011 -0.601
O 1.4312 -0.1668 0.5379 -0.522
N -1.3280 -1.0520 -1.0356 -0.162
N 1.2542 1.6887 1.8778 -0.287
C 0.4155 -0.8016 -2.6591 -0.875
C 0.6104 -0.5519 2.7242 -0.934
C -2.8055 -0.9611 -0.7977 -0.993
C 1.0441 0.3228 1.5645 0.543
C 1.8306 2.3580 0.7226 -0.766
C -1.0132 -0.9436 -2.3680 0.663
H 2.3803 3.2888 1.1622 0.282
H -0.7930 -0.7986 -0.2141 0.251
H 1.1741 2.5644 -0.0667 0.299
H -3.4039 -0.6990 -1.7490 0.297
H 0.9155 -0.0714 -1.9689 0.151
H 0.5365 -0.8407 -3.7637 0.289
H 0.4617 2.2597 2.3650 0.297
H -2.9343 -0.2996 -0.0142 0.348
H 2.6830 1.6697 0.2631 0.253
H -3.0289 -1.9213 -0.3196 0.318
H 0.2132 -0.0868 3.7234 0.309
H -0.2509 -1.1977 2.6369 0.328
H 1.5448 -1.1562 2.9877 0.216
H 0.8092 -1.7579 -2.3077 0.298

<two>
24
Properties=species:S:1:pos:R:3:mulliken_charge:R:1 method="wB97M-V/def2-TZVPD" orbital_gap_ev=10.4 charge=0
O -5.4376 3.5469 -1.9950 -0.567
O 6.5122 0.5794 -2.9124 -0.609
N 5.1886 -0.5761 -1.5196 -0.168
N -5.5561 1.3567 -1.5583 -0.130
C 2.8986 -1.4710 -1.5605 -1.074
C 6.3270 0.0051 -1.8173 0.090
C 4.0787 -0.9583 -2.3999 -0.240
C -5.9902 2.4752 -2.1436 0.014
C -4.5240 1.3390 -0.5428 -0.222
C -4.7147 0.0416 0.1989 -1.180
H 4.4635 -1.7050 -3.1209 0.246
H 5.3033 -1.0538 -0.6224 0.238
H 3.0388 -2.5408 -1.3315 0.291
H -4.6335 2.1822 0.1661 0.299
H -5.9963 0.4978 -1.8974 0.262
H 2.8586 -0.9103 -0.6115 0.325
H -4.0511 0.0836 1.0789 0.350
H 3.9008 -0.0164 -2.9536 0.292
H 1.9356 -1.3464 -2.0836 0.330
H -4.4247 -0.8245 -0.4195 0.310
H -5.7511 -0.1056 0.5465 0.336
H -3.5167 1.4095 -0.9965 0.221
H 6.9739 -0.0068 -0.9068 0.280
H -6.8031 2.2855 -2.8857 0.309

<three>
24
Properties=species:S:1:pos:R:3:mulliken_charge:R:1 method="wB97M-V/def2-TZVPD" orbital_gap_ev=9.5 charge=0
O -0.0521 -3.2275 -2.4698 -0.629
O -0.4669 0.4395 0.6949 -0.625
N -0.0806 -1.0476 -1.8527 -0.075
N 0.3991 2.2309 1.7095 -0.194
C 0.2040 -2.3819 -1.6450 0.636
C -0.9192 0.6576 3.0444 -1.287
C -0.3487 1.0791 1.7260 0.729
C -0.6457 -0.6880 -3.1467 -0.952
C 0.7756 -2.6529 -0.2636 -0.957
C 0.8745 2.7485 0.4386 -0.792
H 1.2729 -3.6179 -0.2802 0.323
H -1.4607 -1.3789 -3.3749 0.298
H 0.1246 -0.7754 -3.9107 0.271
H 1.4331 -1.8917 0.1411 0.290
H -0.1636 0.7812 3.8132 0.373
H -1.1255 0.2883 -3.1400 0.343
H -1.7419 1.3472 3.2698 0.324
H -0.0560 -0.3593 -1.1148 0.334
H -1.3558 -0.3304 3.1112 0.313
H 0.0929 2.6341 -0.3092 0.252
H 0.4167 2.8445 2.5137 0.236
H 1.7709 2.2165 0.1219 0.241
H 1.1607 3.7909 0.5456 0.335
H -0.1084 -2.7069 0.3776 0.211

Stability summary - winner: <three>; margin: 99.6 kJ/mol.

<one>
46
Properties=species:S:1:pos:R:3:mulliken_charge:R:1 method="wB97M-V/def2-TZVPD" orbital_gap_ev=8.4 charge=0
O 5.1422 -1.1561 0.7061 -0.433
O -2.0606 3.0877 -1.3055 -0.687
O 0.2771 -0.2114 -0.2355 -0.627
O -1.8989 0.5187 -2.7561 -0.713
N -2.5912 -0.1170 -0.6608 0.217
C -1.6335 2.3492 1.7587 -0.484
C 0.8495 0.8139 -0.5389 0.739
C -2.1199 1.8275 2.9525 -0.846
C -3.1392 -1.4051 -1.0039 -1.335
C -1.4251 1.9236 -0.8140 2.021
C 4.4272 2.0096 -0.8793 -0.803
C 3.0451 2.0071 -0.9693 -0.649
C -1.8323 1.6316 0.6035 -0.073
C -2.9866 -0.1183 1.8093 -0.960
C 5.1006 0.9463 -0.3139 -0.583
C 0.0993 2.0427 -0.9992 -1.837
C -1.9647 0.6849 -1.5570 0.079
C 2.3288 0.9163 -0.4851 -0.041
C -2.5036 0.4042 0.6256 0.517
C -2.1763 -2.5394 -0.6474 0.166
C 4.4825 -2.2998 1.1979 -0.802
C 4.3942 -0.1576 0.1723 0.652
C -2.7836 0.6134 2.9723 -0.661
C 3.0104 -0.1631 0.0809 -0.148
C -2.7490 -3.8924 -1.0460 -1.442
H -1.9771 2.3750 3.8718 0.401
H -2.1089 3.0093 -2.2676 0.492
H 0.3013 2.1819 -2.0662 0.655
H -1.9746 -2.5181 0.4250 0.324
H -1.1219 3.2990 1.7370 0.463
H 2.4154 -0.9885 0.4391 0.633
H -4.0959 -1.5331 -0.4879 0.393
H 4.9866 2.8528 -1.2559 0.380
H -2.9314 -3.9285 -2.1176 0.352
H 0.4474 2.9264 -0.4620 0.661
H 3.9198 -2.8077 0.4088 0.336
H -3.3154 -1.3940 -2.0831 0.413
H -1.2302 -2.3629 -1.1609 0.250
H 2.5432 2.8456 -1.4236 0.425
H 3.8075 -2.0498 2.0222 0.333
H -3.5060 -1.0630 1.8402 0.411
H 6.1764 0.9410 -0.2377 0.460
H 5.2691 -2.9584 1.5621 0.225
H -2.0555 -4.6889 -0.7888 0.386
H -3.1521 0.2231 3.9096 0.405
H -3.6903 -4.0777 -0.5321 0.334

<two>
46
Properties=species:S:1:pos:R:3:mulliken_charge:R:1 method="wB97M-V/def2-TZVPD" orbital_gap_ev=7.6 charge=0
O -4.2420 -3.3853 4.2866 -0.517
O -3.6094 -1.1839 -0.7165 -0.788
O -0.2780 0.0239 2.4481 -0.749
O -2.1745 -5.9064 3.0236 -0.547
N -2.7469 -3.3833 1.7964 0.334
C -2.9366 0.9307 0.3180 0.111
C -1.7712 2.6009 1.6275 -0.480
C -2.8892 -4.7670 1.0985 -0.534
C -1.2573 0.0208 1.6996 0.238
C -1.8869 -5.7609 1.6313 -0.335
C -2.0067 -1.0916 1.1045 -0.125
C -2.9539 -0.5494 0.1284 -0.534
C -4.1604 -2.8021 2.0110 -0.492
C 1.9261 -3.8564 1.2497 -0.524
C -4.3517 -2.2699 3.4098 -0.559
C -1.7109 -2.5660 1.1025 0.781
C 1.3127 -3.1069 3.4453 -0.828
C -2.6586 3.5685 1.1503 -0.407
C -3.7064 3.2070 0.2775 -0.486
C 2.2328 -3.7387 2.6057 -0.563
C -0.2909 -2.9291 1.6359 -0.273
C -3.8395 1.8853 -0.1418 -0.486
C 0.6758 -3.4578 0.7566 -0.135
C -1.9258 1.2747 1.2108 0.027
C 0.0614 -2.6945 2.9689 -0.149
H 1.5473 -2.9559 4.4939 0.391
H -2.3916 -3.5783 2.7370 0.449
H -2.0366 -6.7250 1.1174 0.492
H -4.8362 -3.6530 1.8689 0.428
H -0.6194 -2.1445 3.6304 0.291
H -3.5941 -1.5174 3.6478 0.332
H 3.2018 -4.0723 2.9857 0.381
H -4.4106 -2.0793 1.2330 0.340
H -0.8569 -5.3976 1.4756 0.196
H -4.6374 -3.1292 5.1301 0.324
H 0.4484 -3.5281 -0.3185 0.341
H -2.5574 4.6105 1.4565 0.370
H -0.9700 2.8629 2.3123 0.449
H -5.3611 -1.8505 3.4805 0.456
H -1.7719 -6.7414 3.3244 0.315
H -4.6344 1.5769 -0.8137 0.462
H 2.6443 -4.3158 0.5640 0.380
H -2.8308 -4.6168 0.0177 0.313
H -3.9048 -5.1223 1.3499 0.441
H -4.4076 3.9684 -0.0686 0.376
H -1.7665 -2.9030 0.0479 0.494

Stability summary - winner: <one>; margin: 223.8 kJ/mol.

<one>
90
Properties=species:S:1:pos:R:3:mulliken_charge:R:1 method="wB97M-V/def2-TZVPD" orbital_gap_ev=10.9 charge=0
O 13.2123 7.3810 11.4110 -0.690
O 12.6092 10.9618 6.7188 -0.630
O 12.2570 13.8095 14.8548 -0.626
O 15.0810 11.1455 12.3417 -0.637
O 9.5141 13.3846 7.0312 -0.647
O 9.2953 10.2821 10.2605 -0.568
O 12.2736 13.9728 8.3385 -0.768
O 13.4032 9.4173 8.8513 -0.398
O 9.5428 12.9188 10.9502 -0.756
O 7.6286 13.3379 8.9070 -0.757
O 12.6811 7.9797 14.8794 -0.708
O 9.7212 8.0765 4.7933 -0.608
O 8.9896 10.5479 6.7788 -0.348
O 11.2710 10.6958 14.3680 -0.719
O 7.7267 8.0745 13.9774 -0.830
O 11.4561 7.3652 9.0203 -0.705
O 14.9276 8.5868 13.2854 -0.763
O 12.4717 7.7440 6.3333 -0.586
O 12.6882 11.9962 10.1219 -0.448
O 7.7610 14.3108 4.6048 -0.610
O 6.4883 11.1853 7.3714 -0.758
O 8.5613 10.2989 14.7343 -0.641
O 7.5423 5.1937 14.0441 -0.641
O 10.4036 7.3639 13.2687 -0.511
O 5.9432 8.7590 8.4069 -0.552
O 5.1877 13.1387 5.5061 -0.650
O 11.6278 4.9235 9.9041 -0.653
O 8.9553 5.2855 11.2557 -0.633
O 8.1167 7.8993 10.9643 -0.460
O 16.0432 10.9605 9.5714 -0.590
H 6.0888 11.7780 6.7240 0.281
H 10.2604 6.5265 12.7513 0.289
H 8.4070 13.3959 8.2825 0.403
H 7.2216 14.1920 8.7492 0.321
H 8.3977 15.0035 4.5026 0.303
H 12.9650 13.8161 14.2028 0.322
H 11.4701 11.5350 14.7727 0.340
H 9.4272 7.5323 4.0456 0.263
H 7.9925 9.0153 14.2530 0.402
H 16.1621 11.0883 10.5401 0.334
H 12.0017 11.3579 10.3188 0.222
H 9.3461 11.2083 10.6269 0.321
H 14.4095 8.2637 12.5049 0.416
H 8.2734 11.2210 14.5619 0.314
H 7.6010 7.9326 10.1597 0.150
H 6.9208 11.7533 8.0234 0.408
H 11.5446 4.1375 9.3002 0.287
H 8.5456 8.7781 11.1173 0.396
H 9.5486 12.4342 6.8115 0.310
H 9.5422 10.4339 14.7440 0.401
H 9.3150 9.8493 6.1882 0.160
H 8.6657 6.2424 11.3541 0.301
H 11.9554 10.3600 6.3083 0.338
H 9.4996 7.6751 13.5189 0.251
H 8.0148 10.6508 6.6772 0.324
H 10.7644 5.0298 10.3499 0.387
H 8.4054 4.7726 11.8367 0.310
H 14.2814 8.5459 14.0218 0.403
H 15.1648 10.2375 12.7505 0.465
H 12.3850 13.2557 7.6359 0.342
H 10.5456 7.6640 5.1714 0.331
H 4.3872 13.5928 5.8320 0.297
H 10.2930 13.7247 7.5076 0.362
H 12.4726 7.2992 15.5555 0.278
H 13.1179 6.4290 11.1406 0.310
H 5.4163 8.0773 7.9358 0.278
H 16.6595 11.3532 8.9444 0.253
H 10.4012 13.3850 10.9848 0.314
H 14.3154 9.7711 9.0672 0.246
H 5.7581 9.6216 7.9011 0.353
H 7.3883 8.1164 13.0689 0.315
H 13.2168 8.3657 6.1360 0.335
H 12.6907 10.4865 7.5761 0.357
H 7.7246 6.1456 14.0407 0.430
H 11.8072 10.0285 14.7818 0.328
H 7.1188 4.8479 14.8356 0.268
H 9.0405 13.3082 10.2229 0.365
H 12.6042 14.1235 15.6936 0.309
H 11.3320 6.4430 9.1549 0.426
H 13.4405 11.7157 10.6898 0.199
H 8.3837 13.5614 4.7306 0.276
H 12.3671 7.7572 7.2760 0.338
H 12.0840 7.7925 14.1415 0.444
H 13.4557 8.6857 9.4807 0.230
H 12.6728 13.3904 9.0373 0.374
H 5.6962 13.7772 4.9865 0.322
H 9.1077 10.2811 9.3003 0.158
H 15.7257 11.6752 12.8716 0.287
H 12.5358 7.7779 10.8547 0.132
H 10.5999 7.7814 8.8144 0.210

<two>
90
Properties=species:S:1:pos:R:3:mulliken_charge:R:1 method="wB97M-V/def2-TZVPD" orbital_gap_ev=8.9 charge=0
O 2.0294 5.1813 0.6807 -0.550
O 0.7628 -4.1899 -1.3577 -0.673
O 1.8888 1.4206 -4.9324 -0.634
O 1.4392 -1.5563 -2.1283 -0.447
O -2.8138 1.8118 3.7594 -0.624
O 0.0101 -0.3004 -0.0868 -0.631
O 0.3601 2.5214 -0.1212 -0.159
O -0.7707 2.3515 -4.0774 -0.668
O -2.5419 -4.0894 -3.1259 -0.633
O -5.1124 0.0147 -2.5540 -0.635
O 4.9511 0.4048 1.4698 -0.715
O -1.5806 -1.5011 5.4330 -0.598
O -2.2876 -3.5903 4.0486 -0.610
O 1.8030 -1.3775 -5.2367 -0.653
O 3.4190 -3.0590 0.6019 -0.591
O -3.9700 3.1234 1.0295 -0.689
O 0.6039 4.5789 -2.3438 -0.492
O 0.8612 -4.7758 1.1785 -0.574
O -1.5801 4.5455 1.2232 -0.530
O -1.6848 -1.4990 -1.6855 -0.057
O 2.2308 -3.4710 3.5648 -0.575
O 3.5681 2.1294 -2.9387 -0.757
O 2.4660 -0.6542 1.5981 -0.336
O -3.2803 -3.5452 -0.3419 -0.682
O -2.3712 -0.2452 -4.1758 -0.533
O 0.2006 1.5529 4.8926 -0.639
O -0.5775 -0.3122 2.7766 -0.356
O -4.3042 -1.4286 3.2160 -0.601
O 3.6487 -0.3215 -1.4177 -0.661
O 3.7424 2.6965 0.2627 -0.583
H 0.9012 -1.3977 -1.3526 0.339
H -1.6959 0.4320 -4.1355 0.281
H -5.5086 0.4930 -3.2823 0.286
H 2.2404 -1.0567 -1.9708 0.298
H -0.0504 0.6497 0.0127 0.111
H -2.3526 1.1777 3.2104 0.350
H 4.1650 -0.0751 1.7304 0.389
H 3.0714 -3.8902 3.7490 0.275
H 0.9593 1.5889 -4.7778 0.372
H 1.0907 5.3010 0.8250 0.256
H 0.9120 3.0479 -0.6994 0.081
H 3.2466 3.3105 0.8044 0.247
H 3.4878 0.5032 -1.8761 0.354
H -0.3852 -0.6509 0.7114 0.230
H -2.6444 -4.2599 -0.3098 0.314
H 0.1452 -5.3830 0.9917 0.227
H -3.5311 -1.9929 3.2152 0.311
H 2.4081 6.0468 0.8345 0.273
H 2.3427 2.0033 -4.3235 0.325
H -0.6617 1.7216 5.2726 0.297
H -2.6307 -4.4161 4.3902 0.247
H -0.8746 -1.1596 -1.3052 0.288
H 1.6188 -1.3998 -4.2976 0.308
H 2.1527 -0.5001 -5.3918 0.322
H 3.2195 -2.1774 0.9169 0.381
H 4.6211 1.2259 1.1049 0.390
H 1.0543 -3.4676 -1.9141 0.268
H -3.7161 3.2849 1.9382 0.318
H -4.1740 0.0241 -2.7429 0.353
H -1.8221 5.4624 1.3536 0.287
H -3.1713 -3.7692 -2.4797 0.343
H 3.3284 2.6746 -2.1894 0.221
H 3.4304 -2.9763 -0.3516 0.292
H 2.3024 -0.6708 2.5410 0.225
H -4.3205 -1.0451 4.0929 0.303
H 0.3370 4.6628 -3.2592 0.257
H -1.8374 -0.9500 -2.4546 0.060
H -0.2099 0.5244 3.0615 0.238
H -1.2870 3.1138 -4.3392 0.278
H -2.0814 -3.3043 -3.4220 0.293
H 4.0463 3.2211 -0.4780 0.293
H 4.2249 -0.0839 -0.6912 0.296
H -2.8070 -2.8210 -0.7514 0.296
H -0.8871 2.2971 -3.1289 0.329
H -1.8778 -3.8265 3.2165 0.309
H -3.8399 2.1830 0.9075 0.333
H -1.6542 -2.2998 4.9107 0.340
H 0.5660 5.4714 -2.0000 0.251
H 4.3066 2.5863 -3.3414 0.305
H 1.7834 -4.0788 2.9761 0.292
H -2.3728 -1.4918 5.9703 0.267
H -2.4037 4.0653 1.3095 0.285
H -3.7394 1.6775 3.5555 0.287
H 0.6136 0.9377 5.4986 0.315
H 0.8924 -4.1993 0.4150 0.442
H -2.5712 -0.3294 -5.1081 0.236
H -0.0474 3.1577 0.4664 0.075
H 1.6024 -0.5228 1.2069 0.159
H -0.1488 -4.3351 -1.6109 0.310
H -0.8760 -0.7306 3.5841 0.175

Stability summary - winner: <one>; margin: 237.9 kJ/mol.